1) C5H8O3 | ωB97M-V/def2-TZVPD

Values from the calculation:
Orbital gap, eV: 10.45
LUMO energy, eV: 0.573
2S+1: 1
SMILES: O=C[C@]1(O)CC[C@@H]1O

Last column: Löwdin charge in e.
Atoms and positions in Å:
O  -0.346  1.828  -0.918  0.08
C  0.596  1.528  -0.244  -0.18
C  0.600  0.171  0.268  -0.47
O  1.687  -0.048  1.172  0.00
C  0.610  -0.920  -0.822  -0.09
C  -0.900  -1.094  -0.659  -0.08
C  -0.783  -0.314  0.764  -0.24
O  -1.789  0.580  1.228  -0.01
H  1.349  2.356  -0.060  0.16
H  1.927  0.705  1.725  0.10
H  0.946  -0.471  -1.825  0.14
H  1.135  -1.863  -0.615  0.13
H  -1.401  -0.468  -1.396  0.11
H  -1.190  -2.141  -0.723  0.10
H  -0.484  -1.036  1.605  0.18
H  -1.959  1.187  0.501  0.08

---

2) C5H8O3 | ωB97M-V/def2-TZVPD

Values from the calculation:
Orbital gap, eV: 9.62
LUMO energy, eV: 0.908
2S+1: 1
SMILES: C1=C\OCOCCO/1

Last column: Löwdin charge in e.
Atoms and positions in Å:
C  -1.151  1.209  -0.029  -0.13
C  0.191  1.598  -0.107  -0.09
O  1.438  0.966  -0.390  -0.10
C  1.919  -0.229  0.098  -0.20
O  1.177  -1.483  -0.212  -0.05
C  -0.053  -0.950  0.058  -0.30
C  -1.499  -1.233  -0.148  -0.14
O  -1.947  0.096  -0.091  -0.06
H  -1.699  2.097  0.020  0.10
H  0.396  2.611  0.298  0.13
H  2.789  -0.443  -0.517  0.14
H  2.093  -0.135  1.297  0.19
H  0.028  -0.499  1.039  0.13
H  -0.176  -0.117  -0.712  0.12
H  -1.851  -1.872  0.590  0.11
H  -1.653  -1.616  -1.194  0.16

---

3) C5H8O3 | ωB97M-V/def2-TZVPD

Values from the calculation:
Orbital gap, eV: 9.37
LUMO energy, eV: -0.936
2S+1: 1

Last column: Löwdin charge in e.
Atoms and positions in Å:
C  -0.653  -0.532  0.814  -0.21
C  -0.357  -1.726  -0.210  -0.08
C  1.001  -0.858  -0.802  -0.02
C  0.395  0.442  0.192  -0.50
C  -0.114  1.737  -0.552  -0.11
H  -2.364  0.399  0.823  0.04
H  0.017  -0.820  1.678  0.15
H  -0.934  -1.525  -1.066  0.06
H  -0.070  -2.833  -0.228  0.12
H  0.819  -0.703  -1.992  0.14
H  2.022  -0.959  -0.280  0.11
H  1.238  2.199  1.202  0.32
H  0.839  2.336  -1.469  0.22
O  -2.051  -0.246  1.451  -0.04
O  1.571  0.871  0.876  -0.14
O  -1.362  2.219  -0.434  -0.06

---

It turns out 1) is the most stable, with the second structure 4.338 eV higher.

---

1) C5H8O3 | ωB97M-V/def2-TZVPD

Values from the calculation:
Orbital gap, eV: 9.98
LUMO energy, eV: 0.867
2S+1: 1
SMILES: COC1[C@@H]2OCO[C@@H]12

Last column: Löwdin charge in e.
Atoms and positions in Å:
C  -2.801  0.220  -0.124  -0.17
O  -1.758  -0.582  -0.550  -0.17
C  -0.699  -0.372  0.345  -0.16
C  0.615  -0.760  -0.151  -0.27
O  1.925  -1.278  0.167  -0.08
C  2.643  -0.009  -0.310  -0.05
O  1.665  1.219  -0.320  -0.06
C  0.614  0.610  0.345  -0.25
H  -3.314  -0.488  0.749  0.13
H  -3.487  0.446  -1.136  0.14
H  -2.360  1.307  0.368  0.15
H  -1.160  -0.171  1.413  0.17
H  0.643  -0.603  -1.219  0.16
H  3.525  0.090  0.338  0.12
H  3.071  -0.350  -1.362  0.16
H  0.879  0.723  1.449  0.17

---

2) C5H8O3 | ωB97M-V/def2-TZVPD

Values from the calculation:
Orbital gap, eV: 10.10
LUMO energy, eV: 0.639
2S+1: 1
SMILES: C[C@@]1(C(=O)O)C[C@@H]1O

Last column: Löwdin charge in e.
Atoms and positions in Å:
C  0.852  1.754  -0.502  -0.04
C  0.086  0.535  0.072  -0.38
C  0.890  -0.630  -0.006  -0.33
O  0.384  -1.823  -0.070  0.03
O  2.348  -0.266  0.049  0.02
C  -0.948  0.445  1.282  0.01
C  -1.548  0.486  -0.120  -0.23
O  -2.311  -0.606  -0.630  0.01
H  1.423  1.084  -1.378  0.15
H  1.410  2.059  0.410  0.08
H  0.129  2.696  -0.844  0.13
H  2.924  -0.980  -0.158  0.08
H  -0.856  1.440  1.847  0.13
H  -0.889  -0.545  1.852  0.15
H  -1.813  1.387  -0.750  0.16
H  -1.691  -1.118  -0.124  0.04

---

3) C5H8O3 | ωB97M-V/def2-TZVPD

Values from the calculation:
Orbital gap, eV: 10.51
LUMO energy, eV: 0.885
2S+1: 1

Last column: Löwdin charge in e.
Atoms and positions in Å:
C  1.665  -0.156  0.304  -0.13
C  0.658  -0.131  1.696  0.04
C  -0.614  0.154  0.787  -0.15
C  -1.712  -0.053  -1.089  -0.15
C  -0.195  0.449  -1.181  -0.29
H  2.229  0.687  0.035  0.10
H  2.362  -0.878  0.583  0.10
H  0.715  -0.980  2.130  0.02
H  0.857  0.741  2.373  0.12
H  -0.508  -0.881  0.370  0.13
H  -2.522  0.238  -1.828  0.15
H  -1.736  -1.093  -1.258  0.10
H  0.124  1.042  -2.167  0.19
O  -2.097  0.099  0.254  -0.08
O  0.983  -0.517  -0.880  -0.13
O  -0.210  1.278  -0.128  -0.03

---

4) C5H8O3 | ωB97M-V/def2-TZVPD

Values from the calculation:
Orbital gap, eV: 8.88
LUMO energy, eV: 0.008
2S+1: 1

Last column: Löwdin charge in e.
Atoms and positions in Å:
C  -1.031  0.378  0.961  -0.33
C  1.152  0.696  -1.392  -0.37
C  -1.724  -1.444  -0.355  -0.03
O  -0.097  1.017  -0.921  -0.22
O  -0.988  -0.934  0.776  -0.04
O  -0.343  0.887  1.867  0.03
C  1.879  0.547  -0.123  0.06
C  2.092  0.475  1.100  0.07
H  0.897  0.654  1.611  0.09
H  -1.869  0.921  0.527  0.16
H  1.220  -0.246  -1.970  0.11
H  1.612  1.488  -2.007  0.12
H  -1.650  -2.526  -0.293  0.09
H  -1.275  -1.063  -1.270  0.08
H  -2.772  -1.141  -0.299  0.10
H  2.895  0.291  1.789  0.08

---

It turns out 2) is the most stable, with the second structure 1.415 eV higher.

---

1) C6H11NO | ωB97M-V/def2-TZVPD

Values from the calculation:
Orbital gap, eV: 10.08
LUMO energy, eV: 0.908
2S+1: 1
SMILES: CC(C)=C/C(C)=N/O

Last column: Löwdin charge in e.
Atoms and positions in Å:
C  1.474  1.036  -0.249  -0.03
C  0.272  0.599  -1.010  -0.29
C  0.270  0.935  -2.518  -0.04
C  -0.739  -0.089  -0.556  -0.10
C  -0.823  -0.600  0.743  -0.37
C  -0.139  -1.890  1.209  -0.03
N  -1.539  0.112  1.610  0.06
O  -1.591  -0.103  3.065  -0.08
H  1.843  0.365  0.495  0.07
H  2.291  1.209  -0.899  0.07
H  1.324  1.910  0.307  0.07
H  0.961  0.281  -2.996  0.06
H  -0.729  0.760  -2.914  0.08
H  0.673  1.966  -2.617  0.09
H  -1.508  -0.561  -1.119  0.12
H  -0.837  -2.495  1.929  0.11
H  0.125  -2.414  0.273  0.08
H  0.780  -1.594  1.756  0.08
H  -2.108  0.572  3.491  0.06

---

2) C6H11NO | ωB97M-V/def2-TZVPD

Values from the calculation:
Orbital gap, eV: 8.25
LUMO energy, eV: 0.873
2S+1: 1
SMILES: CN1CC[C@@]2(O)C[C@@H]12

Last column: Löwdin charge in e.
Atoms and positions in Å:
C  1.413  -1.432  0.411  -0.08
N  0.396  -0.977  -0.497  -0.20
C  -1.036  -1.185  -0.264  -0.12
C  -1.717  0.323  -0.110  -0.07
C  -0.453  1.148  0.173  -0.36
O  -0.097  0.765  1.484  -0.03
C  0.831  1.714  -0.493  0.01
C  0.450  0.348  -0.884  -0.28
H  1.347  -0.935  1.386  0.07
H  1.380  -2.505  0.447  0.07
H  2.388  -1.032  0.012  0.11
H  -1.223  -1.768  0.698  0.13
H  -1.451  -1.808  -1.104  0.11
H  -2.244  0.589  -1.057  0.11
H  -2.397  0.418  0.668  0.07
H  0.058  1.576  1.935  0.09
H  1.515  1.847  0.330  0.10
H  0.910  2.496  -1.275  0.12
H  -0.071  0.416  -1.860  0.15

---

3) C6H11NO | ωB97M-V/def2-TZVPD

Values from the calculation:
Orbital gap, eV: 10.08
LUMO energy, eV: 0.894
2S+1: 1
SMILES: C=CN(C=O)C(C)C

Last column: Löwdin charge in e.
Atoms and positions in Å:
C  2.670  -0.710  0.080  -0.01
C  1.521  -1.237  0.424  -0.08
N  0.034  -0.725  -0.103  -0.04
C  -0.916  -1.723  -0.309  -0.29
O  -2.061  -1.385  -0.611  -0.03
C  -0.204  0.709  -0.166  -0.43
C  -0.788  1.268  1.165  -0.04
C  -1.149  1.004  -1.291  -0.07
H  3.676  -0.947  0.527  0.08
H  2.639  0.322  -0.354  0.07
H  1.308  -2.121  1.027  0.09
H  -0.440  -2.811  -0.192  0.16
H  0.789  1.106  -0.195  0.10
H  -0.241  0.884  1.975  0.05
H  -0.747  2.356  1.144  0.08
H  -1.829  0.892  1.335  0.10
H  -2.015  0.418  -0.918  0.06
H  -0.939  0.544  -2.247  0.08
H  -1.308  2.158  -1.290  0.12

---

It turns out 3) is the most stable, with the second structure 1.093 eV higher.